1.
Formula: CH3NOS2
Source: the Open Molecules 2025 dataset
Level of theory: the ωB97M-V functional and the def2-TZVPD basis

As for the total charge: 0. Its multiplicity is 1. The calculation puts the highest occupied orbital energy at -9.536 eV. The calculation puts the LUMO energy at -0.0141 Ha. The orbital gap is 9.153 eV.

Element x y z (Å)
C -0.75728 -0.54761 0.06847
S 1.50803 0.25675 -0.41519
H -1.58484 -0.67272 -0.57968
N -0.17600 0.52723 -0.65289
H -0.78114 1.34627 -0.65735
O 2.15082 1.13281 0.88409
S 0.74370 -1.63829 0.18597
H -1.10328 -0.40445 1.16658



2.
Formula: CH3NOS2
Source: the Open Molecules 2025 dataset
Level of theory: the ωB97M-V functional and the def2-TZVPD basis

As for the total charge: 0. Its multiplicity is 1. The calculation puts the highest occupied orbital energy (spin up / spin down) at -8.896 / -8.894 eV. The calculation puts the LUMO energy (spin up / spin down) at -0.0519 / -0.0519 Ha. The orbital gap (spin up / spin down) is 7.485 / 7.482 eV.

Element x y z (Å)
N 0.01310 0.94996 0.55351
S -0.09159 2.54899 -0.00863
H -1.30079 -0.33167 -0.46660
O 1.12367 3.23237 0.33825
H 0.83347 0.72682 1.09643
S -0.12780 1.03532 -2.10453
H 0.42572 -0.78389 -0.57951
C -0.27685 0.04852 -0.53660



Which of them is the most stable? Correct choice: 2.